(1)
A cluster of 2 separate species, C3H11NO2 in total in a non-equilibrium geometry, computed with the ωB97M-V functional and the def2-TZVPD basis.

Calculated total energy (eV): -8873.6269
Gap between HOMO and LUMO (Ha): 0.3644
Highest occupied orbital energy (eV): -8.974
Energy above the lowest of the compared OMol25 structures with the same formula, charge and spin (kcal/mol): 19.9
Structure (SMILES): C[C@@H](O)CN.O

Geometry as XYZ:
```
17
Properties=species:S:1:pos:R:3:nbo_charge:R:1
C 0.740 0.984 -0.598 -0.240
C 0.702 -0.109 0.548 0.065
C 1.958 -0.440 1.290 -0.648
O -0.343 0.270 1.516 -0.720
N 0.282 0.575 -1.944 -0.871
H 1.783 1.260 -0.698 0.184
H 0.097 1.832 -0.376 0.190
H 0.267 -0.943 -0.034 0.183
H 1.823 -1.360 1.878 0.229
H 2.413 0.356 1.881 0.212
H 2.677 -0.783 0.478 0.219
H 0.158 0.952 1.978 0.452
H -0.710 0.466 -2.057 0.377
H 0.748 1.105 -2.656 0.367
H -2.983 -1.881 -1.244 0.467
H -2.254 -1.313 -0.033 0.475
O -2.925 -1.101 -0.688 -0.940
```



(2)
A cluster of 2 separate species, C3H11NO2 in total in a non-equilibrium geometry, computed with the ωB97M-V functional and the def2-TZVPD basis.

Calculated total energy (eV): -8872.0461
Gap between HOMO and LUMO (Ha): 0.3576
Highest occupied orbital energy (eV): -9.050
Energy above the lowest of the compared OMol25 structures with the same formula, charge and spin (kcal/mol): 56.3
Structure (SMILES): CCO.NCO

Geometry as XYZ:
```
17
Properties=species:S:1:pos:R:3:nbo_charge:R:1
C -0.962 -2.095 -2.622 -0.067
O -0.266 -3.305 -3.086 -0.752
C -2.342 -1.760 -2.904 -0.655
H -0.770 -2.217 -1.452 0.170
H -0.279 -1.244 -2.952 0.169
H 0.438 -3.203 -3.670 0.472
H -3.154 -2.502 -2.681 0.222
H -2.609 -0.853 -2.310 0.229
H -2.592 -1.344 -3.923 0.211
N 1.546 3.473 3.112 -0.897
C 1.309 2.081 3.437 0.109
O 2.320 1.308 2.665 -0.748
H 1.477 4.315 3.746 0.393
H 2.443 3.412 2.612 0.389
H 1.370 1.713 4.582 0.141
H 0.180 1.678 3.191 0.134
H 1.892 0.543 2.254 0.479
```



Repeat the second record exactly.
A cluster of 2 separate species, C3H11NO2 in total in a non-equilibrium geometry, computed with the ωB97M-V functional and the def2-TZVPD basis.

Calculated total energy (eV): -8872.0461
Gap between HOMO and LUMO (Ha): 0.3576
Highest occupied orbital energy (eV): -9.050
Energy above the lowest of the compared OMol25 structures with the same formula, charge and spin (kcal/mol): 56.3
Structure (SMILES): CCO.NCO

Geometry as XYZ:
```
17
Properties=species:S:1:pos:R:3:nbo_charge:R:1
C -0.962 -2.095 -2.622 -0.067
O -0.266 -3.305 -3.086 -0.752
C -2.342 -1.760 -2.904 -0.655
H -0.770 -2.217 -1.452 0.170
H -0.279 -1.244 -2.952 0.169
H 0.438 -3.203 -3.670 0.472
H -3.154 -2.502 -2.681 0.222
H -2.609 -0.853 -2.310 0.229
H -2.592 -1.344 -3.923 0.211
N 1.546 3.473 3.112 -0.897
C 1.309 2.081 3.437 0.109
O 2.320 1.308 2.665 -0.748
H 1.477 4.315 3.746 0.393
H 2.443 3.412 2.612 0.389
H 1.370 1.713 4.582 0.141
H 0.180 1.678 3.191 0.134
H 1.892 0.543 2.254 0.479
```



- Look up the energy above the lowest of the compared OMol25 structures with the same formula, charge and spin of the first one.
  19.9 kcal/mol



- Which of these has the lowest highest occupied orbital energy?
  number 2



- The lowest energy above the lowest of the compared OMol25 structures with the same formula, charge and spin belongs to which entry?
  number 1